[1]
One molecule with the formula C4H5NO. Source: the Open Molecules 2025 dataset; level of theory: wB97M-V/def2-TZVPD.

Each atom is followed by the atoms it is bonded to, with distances in Å.
Atoms and positions in Å:
1 O 1.7641 0.7247 -1.2904  C2 1.201
2 C 1.0408 0.3082 -0.4272  O1 1.201, C3 1.522, N6 1.426
3 C 0.0801 1.0460 0.4944  C2 1.522, C4 1.519, H7 1.086, H8 1.111
4 C -1.1457 0.1907 0.2245  C3 1.519, C5 1.338, H9 1.087
5 C -0.7074 -1.0403 -0.0640  C4 1.338, N6 1.409, H10 1.084
6 N 0.6975 -1.0517 -0.1696  C2 1.426, C5 1.409, H11 1.006
7 H -0.0170 2.1124 0.3135  C3 1.086
8 H 0.4273 0.8951 1.5388  C3 1.111
9 H -2.1329 0.5783 -0.0128  C4 1.087
10 H -1.2973 -1.9050 -0.3440  C5 1.084
11 H 1.2904 -1.8585 -0.2632  N6 1.006

- Maximum force: 0.93 eV/A
- Energy above the lowest of the compared OMol25 structures with the same formula, charge and spin: 21.1 kcal/mol
- Total energy: -285.38091 a.u.

=====

[2]
One molecule with the formula C4H5NO at a distorted geometry. Source: the Open Molecules 2025 dataset; level of theory: wB97M-V/def2-TZVPD.

Each atom is followed by the atoms it is bonded to, with distances in Å.
Atoms and positions in Å:
1 O 2.1009 0.5115 0.1286  C2 1.353, H7 0.971
2 C 0.8010 0.1894 -0.0670  O1 1.353, C3 1.354, N6 1.362
3 C 0.1892 -1.0069 -0.2313  C2 1.354, C4 1.427, H8 1.076
4 C -1.2229 -0.8192 -0.1495  C3 1.427, C5 1.398, H9 1.124
5 C -1.4154 0.5645 -0.1077  C4 1.398, N6 1.388, H10 1.090
6 N -0.1602 1.1539 -0.0499  C2 1.362, C5 1.388, H11 1.009
7 H 2.5248 -0.3009 0.4486  O1 0.971
8 H 0.6073 -1.9667 -0.4792  C3 1.076
9 H -1.2091 -1.6252 0.6342  C4 1.124
10 H -2.2671 1.2341 -0.2313  C5 1.090
11 H 0.0619 2.1338 0.0448  N6 1.009

- Maximum force: 3.00 eV/A
- Energy above the lowest of the compared OMol25 structures with the same formula, charge and spin: 56.7 kcal/mol
- Total energy: -285.32425 a.u.

=====

[3]
One molecule with the formula C4H5NO at a distorted geometry. Source: the Open Molecules 2025 dataset; level of theory: wB97M-V/def2-TZVPD.

Each atom is followed by the atoms it is bonded to, with distances in Å.
Atoms and positions in Å:
1 C -1.8765 0.0735 0.1820  C2 1.481, H7 1.096, H8 1.098, H9 1.095
2 C -0.4340 0.3438 -0.0191  C1 1.481, C3 1.279
3 C 0.6777 0.8965 -0.3263  C2 1.279, C4 1.810, H10 1.083
4 C 2.0829 -0.2335 -0.1706  C3 1.810, N5 1.249, H11 1.102
5 N 1.6396 -1.3264 0.2395  C4 1.249, O6 1.249
6 O 0.4466 -1.5934 0.4981  N5 1.249
7 H -2.1105 -0.0427 1.2460  C1 1.096
8 H -2.5080 0.8754 -0.2223  C1 1.098
9 H -2.1450 -0.8608 -0.3228  C1 1.095
10 H 1.1093 1.8262 -0.6750  C3 1.083
11 H 3.1178 0.0414 -0.4295  C4 1.102

- Maximum force: 2.21 eV/A
- Energy above the lowest of the compared OMol25 structures with the same formula, charge and spin: 117.0 kcal/mol
- Total energy: -285.22813 a.u.

=====

[4]
One molecule with the formula C4H5NO. Source: the Open Molecules 2025 dataset; level of theory: wB97M-V/def2-TZVPD.

Each atom is followed by the atoms it is bonded to, with distances in Å.
Atoms and positions in Å:
1 O 1.2048 -1.9362 1.0208  C2 1.181
2 C 0.4959 -1.0015 1.1531  O1 1.181, C6 1.586
3 C 1.0268 0.3158 -0.4511  N4 1.469, C6 1.801, H7 1.089, H8 1.099
4 N -0.1733 1.1633 -0.4668  C3 1.469, C5 1.450, C6 1.490
5 C -1.2029 0.1434 -0.5065  N4 1.450, C6 1.482, H9 1.091, H10 1.087
6 C -0.3545 0.2597 0.7034  C2 1.586, C3 1.801, N4 1.490, C5 1.482, H11 1.094
7 H 1.9130 0.8580 -0.1241  C3 1.089
8 H 1.1768 -0.3387 -1.3214  C3 1.099
9 H -1.0804 -0.7132 -1.1707  C5 1.091
10 H -2.2133 0.5367 -0.4337  C5 1.087
11 H -0.7929 0.7126 1.5970  C6 1.094

- Maximum force: 0.92 eV/A
- Energy above the lowest of the compared OMol25 structures with the same formula, charge and spin: 153.6 kcal/mol
- Total energy: -285.16984 a.u.

=====

[5]
A 2-piece molecular cluster, C4H5NO overall at a distorted geometry. Source: the Open Molecules 2025 dataset; level of theory: wB97M-V/def2-TZVPD.

Each atom is followed by the atoms it is bonded to, with distances in Å.
Atoms and positions in Å:
1 C -3.4864 0.2577 0.3945  O6 1.135
2 C -0.1432 1.5403 -0.4061  C3 1.464, N5 1.522, H7 1.165, H8 1.033
3 C -0.2419 0.2820 0.3351  C2 1.464, C4 1.486, N5 1.261
4 C 0.4235 -1.0015 0.6779  C3 1.486, H9 1.153, H10 1.159, H11 1.184
5 N -1.2580 1.0127 0.4852  C2 1.522, C3 1.261
6 O -3.4214 -0.3871 -0.5379  C1 1.135
7 H 0.4197 2.3308 0.2390  C2 1.165
8 H -0.2132 1.5628 -1.4364  C2 1.033
9 H -0.0938 -1.5892 1.5247  C4 1.153
10 H 0.7605 -1.5940 -0.2595  C4 1.159
11 H 1.4629 -0.5823 1.0611  C4 1.184

- Maximum force: 5.02 eV/A
- Energy above the lowest of the compared OMol25 structures with the same formula, charge and spin: 71.9 kcal/mol
- Total energy: -285.30002 a.u.

=====

[6]
One molecule with the formula C4H5NO. Source: the Open Molecules 2025 dataset; level of theory: wB97M-V/def2-TZVPD.

Each atom is followed by the atoms it is bonded to, with distances in Å.
Atoms and positions in Å:
1 C 1.6491 -0.6876 -0.0410  C2 1.522, H7 1.090, H8 1.093, H9 1.097
2 C 0.4701 0.2686 -0.1513  C1 1.522, N3 1.248, C6 1.461
3 N 0.5126 1.4241 -0.6210  C2 1.248
4 O -1.8140 1.6558 -0.8366  C5 1.241
5 C -1.9150 0.6611 -0.1007  O4 1.241, C6 1.387, H10 1.102
6 C -0.8422 -0.0641 0.3971  C2 1.461, C5 1.387, H11 1.078
7 H 2.5689 -0.2312 -0.4079  C1 1.090
8 H 1.7771 -0.9892 1.0020  C1 1.093
9 H 1.4258 -1.5837 -0.6337  C1 1.097
10 H -2.9073 0.2376 0.1237  C5 1.102
11 H -0.9251 -0.6914 1.2695  C6 1.078

- Maximum force: 0.77 eV/A
- Energy above the lowest of the compared OMol25 structures with the same formula, charge and spin: 94.3 kcal/mol
- Total energy: -285.26429 a.u.

=====

[7]
One molecule with the formula C4H5NO. Source: the Open Molecules 2025 dataset; level of theory: wB97M-V/def2-TZVPD.

Each atom is followed by the atoms it is bonded to, with distances in Å.
Atoms and positions in Å:
1 O 0.5551 -1.4975 -0.1382  C2 1.320, C5 1.525
2 C 1.2432 -0.4674 0.3165  O1 1.320, C3 1.369, H7 1.092
3 C 1.0396 0.7829 -0.2023  C2 1.369, H8 1.085, H9 1.087
4 C -1.1233 0.3482 0.0243  C5 1.435, H10 1.086, H11 1.088
5 C -0.9026 -1.0535 -0.1919  O1 1.525, C4 1.435, N6 1.204
6 N -1.9493 -1.6373 -0.3080  C5 1.204
7 H 1.7911 -0.6317 1.2467  C2 1.092
8 H 0.7718 0.8991 -1.2475  C3 1.085
9 H 1.5073 1.6414 0.2718  C3 1.087
10 H -1.5085 0.9513 -0.7922  C4 1.086
11 H -1.4245 0.6646 1.0207  C4 1.088

- Maximum force: 0.73 eV/A
- Energy above the lowest of the compared OMol25 structures with the same formula, charge and spin: 109.0 kcal/mol
- Total energy: -285.24085 a.u.

=====

[8]
A 4-piece molecular cluster, C4H5NO overall at a distorted geometry. Source: the Open Molecules 2025 dataset; level of theory: wB97M-V/def2-TZVPD.

Each atom is followed by the atoms it is bonded to, with distances in Å.
Atoms and positions in Å:
1 C 0.6766 0.6125 -1.7978  N10 1.482
2 C 0.3624 -0.1589 0.5855  C3 1.530, N10 1.389, O11 1.241
3 C -0.6809 -0.6444 1.5941  C2 1.530, C4 1.219
4 C -1.2059 -1.0003 2.6350  C3 1.219, H9 1.129
5 H -0.4163 0.5652 -2.9674  no bonds
6 H 1.2538 2.1031 -1.4384  no bonds
7 H 1.7831 -0.4786 -1.6349  no bonds
8 H -1.1295 -0.1206 -0.5969  N10 1.011
9 H -2.0412 -1.0203 3.3946  C4 1.129
10 N -0.1609 0.1630 -0.6603  C1 1.482, C2 1.389, H8 1.011
11 O 1.5587 -0.0207 0.8865  C2 1.241

- Maximum force: 5.02 eV/A
- Energy above the lowest of the compared OMol25 structures with the same formula, charge and spin: 195.4 kcal/mol
- Total energy: -285.10316 a.u.

=====

Question: Which of these has the lowest energy above the lowest of the compared OMol25 structures with the same formula, charge and spin?
Answer: number 1